# C8H12

An isolated molecule of C8H12 in a non-equilibrium geometry (ωB97M-V/def2-TZVPD, the Open Molecules 2025 dataset).

Last column: Löwdin charge in e.
Positions of all 20 atoms, in Å:
C -0.706 -0.412 -1.994  0.05
C -0.180 0.653 -1.384  -0.36
C -0.520 2.078 -1.723  -0.08
C 0.779 0.487 -0.214  -0.26
C 1.540 1.587 0.146  0.05
C 0.518 -0.739 0.606  -0.11
C -0.321 -0.896 1.703  -0.10
C -0.462 -2.290 2.338  -0.13
H -1.375 -0.325 -2.760  0.02
H -0.163 -1.432 -1.820  0.11
H 0.471 2.541 -1.929  0.08
H -1.220 2.170 -2.610  0.10
H -1.010 2.533 -0.833  0.09
H 1.275 2.630 0.096  0.05
H 2.554 1.399 0.699  0.09
H 0.960 -1.604 0.296  0.06
H -0.971 -0.005 2.010  0.12
H 0.473 -3.019 2.405  0.11
H -0.736 -2.298 3.338  0.02
H -0.903 -3.057 1.632  0.08

LUMO: 0.71 eV
molar mass: 108.18 g/mol
HOMO: -0.3084 Ha
largest force on an atom: 4.5 eV Å⁻¹
SMILES string: C=C(C)C(=C)/C=C/C
total energy: -8486.4464 eV
frontier orbital gap: 9.10 eV
relative energy (zero: lowest compared OMol25 entry of this formula, charge and spin): 302.6 kJ/mol
total charge: 0

***

# C27H19AgCl4N5O6S2

A structure of composition C27H19AgCl4N5O6S2 in a non-equilibrium geometry (ωB97M-V/def2-TZVPD, the Open Molecules 2025 dataset).

Last column: Löwdin charge in e.
Positions of all 64 atoms, in Å:
Ag -2.685 -3.250 -0.706  0.66
O -2.660 -3.450 5.128  0.10
C -3.046 -2.221 4.892  -0.53
O -3.458 -1.485 5.765  0.03
C -2.931 -1.762 3.476  -0.06
C -3.306 -0.523 2.990  -0.55
Cl -3.984 0.746 3.896  0.81
N -3.072 -0.501 1.643  -0.03
N -2.542 -1.683 1.261  0.11
C -2.485 -2.455 2.324  -0.12
C -1.952 -3.870 2.176  -0.56
O -1.827 -4.534 3.234  0.05
O -1.671 -4.265 1.026  -0.08
C -3.352 0.485 0.645  -0.16
C -3.690 1.803 0.948  -0.05
C -3.996 2.694 -0.071  -0.10
C -3.976 2.297 -1.397  -0.10
C -3.626 0.990 -1.699  -0.08
C -3.307 0.097 -0.693  -0.06
H -2.219 -3.885 4.294  -0.02
H -3.727 2.147 1.965  0.04
H -4.259 3.712 0.190  0.10
H -4.218 3.000 -2.185  0.10
H -3.591 0.649 -2.727  0.11
H -3.038 -0.913 -0.944  0.02
O -5.269 -2.174 -0.495  -0.65
S -5.134 -2.381 -1.960  0.56
N -3.891 -3.033 -2.436  -0.56
Cl 1.298 1.129 4.667  0.69
C 1.839 0.891 3.043  -0.67
C 2.979 0.140 2.798  -0.09
C 3.386 -0.055 1.491  -0.02
C 2.679 0.485 0.421  -0.19
C 3.136 0.212 -0.990  -0.30
C 2.921 -1.272 -1.366  -0.05
N 1.575 -1.580 -1.797  -0.07
C 1.080 -1.534 -3.081  -0.08
C -0.230 -1.910 -2.994  -0.13
N -0.553 -2.155 -1.686  0.03
C 0.533 -1.923 -0.996  -0.15
O 4.518 0.533 -1.094  -0.09
C 4.864 1.216 -2.290  -0.16
C 4.220 2.569 -2.382  -0.33
C 3.229 2.912 -3.254  -0.99
Cl 2.508 1.914 -4.448  0.67
S 2.703 4.542 -3.065  0.98
C 3.827 4.780 -1.786  -0.40
C 4.553 3.663 -1.534  -0.13
C 1.562 1.262 0.700  -0.58
Cl 0.685 2.035 -0.571  0.76
C 1.126 1.459 2.002  -0.12
H 3.535 -0.287 3.622  0.11
H 4.275 -0.637 1.278  0.13
H 2.552 0.829 -1.673  0.08
H 3.147 -1.894 -0.501  0.13
H 3.620 -1.531 -2.163  0.13
H 1.705 -1.291 -3.923  0.10
H -0.964 -2.036 -3.774  0.10
H 0.629 -2.041 0.074  0.14
H 4.609 0.620 -3.173  0.11
H 5.947 1.327 -2.240  0.13
H 3.873 5.740 -1.298  0.07
H 5.302 3.600 -0.757  0.12
H 0.244 2.054 2.199  0.11

LUMO: 1.73 eV
molar mass: 823.29 g/mol
HOMO: -0.1887 Ha
largest force on an atom: 1.5 eV Å⁻¹
total energy: -123804.9243 eV
frontier orbital gap: 6.86 eV
total charge: -1

***

# C5H11P

A structure of composition C5H11P in a non-equilibrium geometry (ωB97M-V/def2-TZVPD, the Open Molecules 2025 dataset).

Last column: Löwdin charge in e.
Positions of all 17 atoms, in Å:
C 1.325 -1.042 0.020  -0.16
C 0.251 -1.950 -0.448  -0.21
C -0.043 -0.537 -0.223  -0.58
C -0.546 0.648 -1.796  0.04
C -0.560 1.328 1.837  -0.38
P -1.234 -0.154 1.100  0.84
H 1.624 -1.080 0.995  0.06
H 2.052 -0.853 -0.745  0.10
H 0.293 -2.408 -1.477  0.12
H -0.045 -2.632 0.312  0.07
H -1.521 0.318 -1.905  -0.01
H 0.002 0.244 -2.704  0.06
H -0.410 1.631 -1.486  -0.01
H -0.372 1.921 0.926  0.02
H 0.413 1.211 2.426  0.07
H -1.336 1.821 2.352  -0.01
H -0.714 -1.255 1.971  -0.02

LUMO: 1.00 eV
molar mass: 102.12 g/mol
HOMO: -0.3166 Ha
largest force on an atom: 5.9 eV Å⁻¹
total energy: -14648.7552 eV
frontier orbital gap: 9.61 eV
relative energy (zero: lowest compared OMol25 entry of this formula, charge and spin): 247.7 kJ/mol
total charge: 0

***

# C30H48EuP2

A structure of composition C30H48EuP2 in a non-equilibrium geometry (ωB97M-V/def2-TZVPD, the Open Molecules 2025 dataset).

Last column: Löwdin charge in e.
Positions of all 81 atoms, in Å:
Eu 0.000 0.000 0.000  1.20
C 1.603 0.242 1.535  -0.36
C 1.549 1.396 0.656  -0.36
C -0.504 1.221 1.761  -0.34
C 0.346 0.121 2.191  -0.34
C 0.255 2.014 0.840  -0.37
C 2.814 -0.600 1.800  -0.03
H 3.556 -0.497 1.004  0.06
H 2.557 -1.659 1.893  0.07
H 3.297 -0.290 2.737  0.10
C -0.049 -0.920 3.191  0.00
H 0.580 -1.810 3.106  0.08
H -1.088 -1.227 3.035  0.05
H 0.049 -0.530 4.213  0.11
C -1.886 1.490 2.272  0.00
H -1.859 1.984 3.253  0.11
H -2.444 0.554 2.374  0.05
H -2.440 2.137 1.586  0.08
C -0.160 3.339 0.276  -0.03
H 0.012 4.133 1.015  0.10
H -1.223 3.355 0.017  0.07
H 0.416 3.593 -0.617  0.07
C 2.705 1.988 -0.093  -0.02
H 3.186 2.791 0.484  0.10
H 2.382 2.412 -1.048  0.07
H 3.467 1.233 -0.306  0.07
C 2.386 -4.304 -5.771  -0.11
C 3.573 -3.740 -5.516  -0.12
C 4.371 -2.749 -6.322  -0.19
C 3.624 -1.964 -7.423  -0.19
C 2.474 -1.145 -6.888  -0.10
C 1.216 -1.528 -6.638  -0.13
C 0.556 -2.870 -6.814  -0.19
C 1.478 -4.101 -6.960  -0.19
H 5.230 -3.267 -6.776  0.12
H 3.298 -2.645 -8.211  0.10
H 4.808 -2.027 -5.618  0.11
H 2.045 -4.036 -7.890  0.10
H 1.999 -4.983 -5.011  0.10
H 4.055 -4.030 -4.582  0.09
H 0.834 -4.983 -7.059  0.11
H -0.102 -3.031 -5.948  0.09
H 0.548 -0.763 -6.242  0.09
H -0.117 -2.826 -7.685  0.12
H 4.347 -1.285 -7.890  0.11
H 2.722 -0.110 -6.652  0.10
P 0.963 -1.548 -1.355  0.67
P -1.126 0.542 -1.886  0.66
C 0.154 -1.598 -3.044  -0.37
C -1.235 -0.954 -2.974  -0.38
H 0.111 -2.626 -3.418  0.08
H 0.802 -1.029 -3.722  0.07
H -1.623 -0.701 -3.967  0.09
H -1.942 -1.624 -2.474  0.04
C -2.878 1.071 -1.738  -0.23
H -2.969 2.044 -1.242  0.04
H -3.435 0.324 -1.164  0.03
H -3.291 1.120 -2.748  0.05
C -0.450 1.812 -3.042  -0.22
H -0.898 1.722 -4.037  0.05
H 0.635 1.692 -3.120  0.04
H -0.654 2.812 -2.652  0.04
C 0.897 -3.305 -0.811  -0.23
H 1.346 -3.441 0.179  0.05
H 1.418 -3.909 -1.557  0.05
H -0.149 -3.626 -0.783  0.01
C 2.735 -1.407 -1.843  -0.23
H 2.952 -0.377 -2.136  0.04
H 2.962 -2.077 -2.680  0.04
H 3.378 -1.673 -0.999  0.04
C -4.275 -3.801 0.779  -0.07
C -4.034 -2.812 1.703  -0.07
C -2.993 -1.894 1.514  -0.11
C -2.106 -1.884 0.385  0.03
C -2.428 -2.960 -0.520  -0.14
C -3.468 -3.876 -0.331  -0.07
H -5.079 -4.511 0.927  0.12
H -4.660 -2.751 2.586  0.12
H -2.978 -1.251 2.329  0.04
H -1.924 -3.200 -1.418  0.06
H -3.643 -4.657 -1.061  0.12

LUMO (alpha / beta): -2.80 / -5.69 eV
molar mass: 622.63 g/mol
HOMO (alpha / beta): -0.3189 / -0.3804 Ha
largest force on an atom: 8.9 eV Å⁻¹
multiplicity: 7
total energy: -69775.8852 eV
frontier orbital gap (alpha / beta): 5.88 / 4.66 eV
relative energy (zero: lowest compared OMol25 entry of this formula, charge and spin): 1078.0 kJ/mol
total charge: +1

***

# H3PS2

An isolated molecule of H3PS2 in a non-equilibrium geometry (ωB97M-V/def2-TZVPD, the Open Molecules 2025 dataset).

Last column: Löwdin charge in e.
Positions of all 6 atoms, in Å:
S 0.415 0.111 1.863  0.11
P 0.219 0.457 0.015  -0.10
S -0.227 -1.322 -0.899  0.41
H 1.320 0.928 -0.491  -0.10
H -0.750 1.242 -0.587  -0.06
H -0.977 -1.416 0.098  -0.27

LUMO: 0.59 eV
molar mass: 98.13 g/mol
HOMO: -0.3337 Ha
largest force on an atom: 3.6 eV Å⁻¹
SMILES string: S=[PH2]S
total energy: -31007.4635 eV
frontier orbital gap: 9.67 eV
relative energy (zero: lowest compared OMol25 entry of this formula, charge and spin): 59.1 kJ/mol
total charge: 0

***

# C16H21ClN6O

An isolated molecule of C16H21ClN6O (ωB97M-V/def2-TZVPD, the Open Molecules 2025 dataset).

Last column: Löwdin charge in e.
Positions of all 45 atoms, in Å:
Cl -2.200 2.072 -2.195  0.70
C -1.644 1.068 -0.930  -0.84
N -0.369 0.762 -0.956  0.11
C 0.024 -0.027 0.057  -0.40
N 1.301 -0.431 0.086  0.06
C 2.311 0.096 -0.796  -0.17
C 2.898 1.414 -0.267  -0.19
N 3.868 1.959 -1.196  -0.18
C 5.186 1.365 -1.052  -0.17
C 6.099 1.900 -2.156  -0.20
O 6.199 3.302 -2.105  -0.13
C 4.924 3.888 -2.222  -0.20
C 3.983 3.405 -1.119  -0.17
N -0.778 -0.473 1.024  0.18
C -2.049 -0.089 0.932  -0.40
N -2.923 -0.455 1.875  0.08
C -2.632 -1.424 2.909  -0.14
C -3.106 -2.801 2.516  -0.22
C -2.437 -3.497 1.516  -0.04
C -2.879 -4.744 1.115  -0.08
C -3.994 -5.310 1.711  -0.09
C -4.666 -4.623 2.707  -0.09
C -4.226 -3.371 3.104  -0.05
N -2.538 0.697 -0.049  0.11
H 1.586 -0.914 0.924  0.14
H 1.844 0.290 -1.762  0.12
H 3.090 -0.659 -0.913  0.11
H 3.330 1.256 0.737  0.13
H 2.073 2.123 -0.174  0.12
H 5.108 0.281 -1.146  0.12
H 5.629 1.605 -0.068  0.13
H 7.113 1.514 -2.040  0.12
H 5.696 1.590 -3.132  0.13
H 5.075 4.967 -2.157  0.12
H 4.487 3.636 -3.200  0.13
H 2.996 3.847 -1.267  0.13
H 4.378 3.730 -0.139  0.13
H -3.885 -0.218 1.688  0.15
H -1.548 -1.420 3.041  0.11
H -3.116 -1.101 3.834  0.12
H -1.568 -3.049 1.057  0.10
H -2.352 -5.278 0.338  0.10
H -4.339 -6.285 1.399  0.10
H -5.537 -5.060 3.173  0.10
H -4.755 -2.836 3.881  0.11

LUMO: 0.75 eV
molar mass: 348.84 g/mol
HOMO: -0.3249 Ha
largest force on an atom: 0.8 eV Å⁻¹
SMILES string: Clc1nc(NCCN2CCOCC2)nc(NCc2ccccc2)n1
total energy: -40444.5027 eV
frontier orbital gap: 9.59 eV
relative energy (zero: lowest compared OMol25 entry of this formula, charge and spin): 9.1 kJ/mol
total charge: 0

***

# C4H20N2O6

A cluster of 6 separate species, C4H20N2O6 in total in a non-equilibrium geometry (ωB97M-V/def2-TZVPD, the Open Molecules 2025 dataset).

Last column: Löwdin charge in e.
Positions of all 32 atoms, in Å:
C -0.040 1.998 2.750  -0.10
N -0.204 0.803 1.908  -0.25
C -1.587 0.644 1.363  -0.05
C 1.014 0.588 1.155  -0.15
C 1.312 -0.904 1.131  -0.49
N 2.329 -1.461 1.870  0.15
O 0.747 -1.694 0.379  0.01
H 1.023 2.314 2.840  0.08
H -0.335 2.865 2.137  0.09
H -0.515 2.003 3.687  0.06
H -2.105 1.570 1.341  0.06
H -2.025 0.324 2.334  0.10
H -1.653 -0.037 0.540  0.07
H 1.788 1.285 1.457  0.10
H 1.054 0.849 0.064  0.13
H 2.484 -2.478 1.874  0.12
H 2.847 -0.897 2.522  0.09
O 0.231 -3.078 -2.584  -0.06
H -0.142 -2.782 -1.755  0.01
H 0.854 -3.801 -2.549  0.03
O -3.773 -2.279 1.483  -0.08
H -2.864 -2.592 1.186  0.06
H -3.805 -1.487 0.939  0.01
O 0.859 2.228 -4.078  -0.07
H 0.241 2.326 -3.348  0.02
H 1.572 1.657 -3.738  0.01
O 2.703 -0.041 -2.528  -0.06
H 2.842 -0.765 -1.912  0.03
H 2.980 -0.450 -3.369  0.06
O -2.556 1.235 -1.968  -0.07
H -3.040 1.623 -2.718  0.04
H -2.238 0.431 -2.413  0.04

LUMO: 0.36 eV
molar mass: 192.21 g/mol
HOMO: -0.3090 Ha
largest force on an atom: 3.9 eV Å⁻¹
SMILES string: CN(C)CC(N)=O.O.O.O.O.O
total energy: -19736.1632 eV
frontier orbital gap: 8.76 eV
relative energy (zero: lowest compared OMol25 entry of this formula, charge and spin): 347.0 kJ/mol
total charge: 0

***

# C3H8N2O

An isolated molecule of C3H8N2O in a non-equilibrium geometry (ωB97M-V/def2-TZVPD, the Open Molecules 2025 dataset).

Last column: Löwdin charge in e.
Positions of all 14 atoms, in Å:
C -2.221 -0.214 0.285  -0.12
N -0.979 -0.475 -0.441  -0.13
C 0.150 0.374 -0.208  -0.18
C 1.467 -0.375 -0.145  -0.54
N 2.514 0.347 0.344  0.15
O 1.584 -1.501 -0.571  0.06
H -1.929 0.179 1.260  0.07
H -2.859 0.571 -0.142  0.07
H -2.741 -1.162 0.360  0.07
H -1.147 -1.001 -1.273  0.11
H 0.133 1.156 -0.974  0.12
H 0.081 0.831 0.785  0.12
H 2.532 1.345 0.286  0.09
H 3.414 -0.074 0.433  0.10

LUMO: 0.90 eV
molar mass: 88.11 g/mol
HOMO: -0.3053 Ha
largest force on an atom: 1.8 eV Å⁻¹
SMILES string: CNCC(N)=O
total energy: -8268.1628 eV
frontier orbital gap: 9.20 eV
relative energy (zero: lowest compared OMol25 entry of this formula, charge and spin): 112.2 kJ/mol
total charge: 0

***

Q: What is the formula in the fifth record?
A: H3PS2

***

Q: Which formula does entry 6 have?
A: C16H21ClN6O

***

Q: Which of these has the highest molar mass?
A: C27H19AgCl4N5O6S2

***

Copy entry 3 word for word.
# C5H11P

A structure of composition C5H11P in a non-equilibrium geometry (ωB97M-V/def2-TZVPD, the Open Molecules 2025 dataset).

Last column: Löwdin charge in e.
Positions of all 17 atoms, in Å:
C 1.325 -1.042 0.020  -0.16
C 0.251 -1.950 -0.448  -0.21
C -0.043 -0.537 -0.223  -0.58
C -0.546 0.648 -1.796  0.04
C -0.560 1.328 1.837  -0.38
P -1.234 -0.154 1.100  0.84
H 1.624 -1.080 0.995  0.06
H 2.052 -0.853 -0.745  0.10
H 0.293 -2.408 -1.477  0.12
H -0.045 -2.632 0.312  0.07
H -1.521 0.318 -1.905  -0.01
H 0.002 0.244 -2.704  0.06
H -0.410 1.631 -1.486  -0.01
H -0.372 1.921 0.926  0.02
H 0.413 1.211 2.426  0.07
H -1.336 1.821 2.352  -0.01
H -0.714 -1.255 1.971  -0.02

LUMO: 1.00 eV
molar mass: 102.12 g/mol
HOMO: -0.3166 Ha
largest force on an atom: 5.9 eV Å⁻¹
total energy: -14648.7552 eV
frontier orbital gap: 9.61 eV
relative energy (zero: lowest compared OMol25 entry of this formula, charge and spin): 247.7 kJ/mol
total charge: 0